Record 1
A cluster of 2 separate species, CH7NS2 in total. Source: the OMol25 dataset; level of theory: wB97M-V/def2-TZVPD.

structure (SMILES)	CSS.N
E_tot	-24311.064	eV
ΔE to the lowest compared entry with this formula, charge and spin	3.47	kcal per mole

```
! RIJCOSX wB97M-V def2-TZVPD def2/J DEFGRID3
* xyz 0 1
C 1.119 -0.052 1.068
S -0.602 -0.662 1.253
S -1.687 1.116 1.171
H 1.106 0.971 1.454
H 1.745 -0.657 1.714
H 1.376 0.029 0.018
H -2.244 0.900 2.351
N -0.076 -0.201 -2.152
H 0.571 -0.904 -2.471
H -0.640 0.094 -2.937
H -0.668 -0.633 -1.467
*
```

Record 2
A cluster of 2 separate species, C8H11N4 in total. Source: the OMol25 dataset; level of theory: wB97M-V/def2-TZVPD.

E_tot	-14423.370	eV
ΔE to the lowest compared entry with this formula, charge and spin	108.52	kcal per mole

```
! RIJCOSX wB97M-V def2-TZVPD def2/J DEFGRID3
* xyz 1 1
C 3.074 0.561 0.232
C 2.478 1.432 -0.619
C 2.417 -0.601 0.628
C 1.186 1.239 -1.116
C 1.141 -0.871 0.148
C 0.413 0.126 -0.674
C 0.402 -2.076 0.537
C -1.816 0.919 -0.658
N -0.528 -2.585 -0.169
N -0.933 0.019 -0.861
N -2.866 0.641 1.165
N -1.512 -2.199 -0.770
H 4.086 0.748 0.648
H 2.836 2.330 -0.957
H 3.000 -1.125 1.287
H 0.578 1.851 -1.667
H 0.749 -2.764 1.338
H -2.660 0.800 -1.269
H -1.298 1.920 -0.391
H -3.795 0.391 1.522
H -2.968 1.639 1.291
H -1.812 -2.754 -1.521
H -2.172 0.359 1.877
*
```

Record 3
A cluster of 3 separate species, HN2O3S in total. Source: the OMol25 dataset; level of theory: wB97M-V/def2-TZVPD.

E_tot	-19971.761	eV
ΔE to the lowest compared entry with this formula, charge and spin	105.07	kcal per mole

```
! RIJCOSX wB97M-V def2-TZVPD def2/J DEFGRID3
* xyz -1 1
N 1.453 0.568 -0.474
N 0.999 1.513 -0.200
O -0.864 -1.033 -0.958
O 2.044 -0.374 -0.834
O -0.638 -1.132 1.469
S -1.489 -0.744 0.312
H -1.505 1.203 0.684
*
```

Record 4
An isolated molecule of C6H15NO3S. Source: the OMol25 dataset; level of theory: wB97M-V/def2-TZVPD.

structure (SMILES)	CC[C@](C)(N(C)C)S(=O)(=O)O
E_tot	-24930.423	eV
ΔE to the lowest compared entry with this formula, charge and spin	62.27	kcal per mole

```
! RIJCOSX wB97M-V def2-TZVPD def2/J DEFGRID3
* xyz 0 1
C 1.208 1.137 -1.838
C 1.257 -0.136 -1.054
C 0.477 -0.212 0.205
C 0.935 -1.303 1.171
N -0.918 -0.197 -0.063
C -1.821 -0.479 1.045
C -1.406 -0.950 -1.274
S 0.707 1.297 1.313
O 0.257 1.070 2.713
O 1.980 1.950 1.159
O -0.229 2.351 0.621
H 2.101 1.121 -2.592
H 0.322 1.039 -2.503
H 1.115 2.039 -1.269
H 2.262 -0.220 -0.517
H 1.193 -1.023 -1.727
H 0.679 -1.083 2.186
H 1.969 -1.532 1.124
H 0.340 -2.103 0.979
H -1.977 -1.362 1.482
H -1.747 0.117 1.958
H -2.848 -0.300 0.564
H -1.611 -1.986 -1.127
H -2.457 -0.537 -1.389
H -0.676 -0.656 -2.020
H -1.113 1.959 0.853
*
```

Record 5
A cluster of 9 separate species, C7H26O8 in total. Source: the OMol25 dataset; level of theory: wB97M-V/def2-TZVPD.

structure (SMILES)	C=CC(C=C)=CC.O.O.O.O.O.O.O.O
E_tot	-24056.168	eV
ΔE to the lowest compared entry with this formula, charge and spin	119.98	kcal per mole

```
! RIJCOSX wB97M-V def2-TZVPD def2/J DEFGRID3
* xyz 0 1
C -0.538 -1.172 2.160
C -0.083 -0.092 2.804
C 0.823 0.880 2.241
C -0.077 1.960 1.954
C 0.155 3.137 2.378
C 2.152 0.894 1.868
C 2.916 1.938 1.098
H -0.145 -1.704 1.367
H -1.435 -1.615 2.653
H -0.685 0.100 3.648
H -1.000 1.814 1.498
H -0.295 3.971 2.116
H 1.067 3.253 2.949
H 2.911 0.255 2.392
H 3.412 1.590 0.266
H 2.236 2.714 0.604
H 3.705 2.267 1.769
O -1.960 -1.825 -3.377
H -1.418 -1.103 -3.100
H -2.137 -2.318 -2.574
O -0.520 -4.521 -0.300
H 0.207 -4.707 0.458
H -0.036 -4.213 -1.076
O -0.168 0.687 -2.976
H -0.910 1.239 -3.427
H 0.589 0.979 -3.516
O 1.618 -2.863 -0.011
H 2.467 -2.627 -0.541
H 1.199 -1.966 0.034
O 0.954 -0.410 -0.841
H 0.518 -0.248 -1.599
H 1.465 0.460 -0.950
O -2.027 -2.452 0.073
H -1.108 -2.676 -0.250
H -2.478 -3.381 0.113
O -2.514 0.731 -1.995
H -3.397 0.626 -2.316
H -2.233 -0.058 -1.565
O -1.048 3.813 -1.240
H -1.879 3.432 -1.348
H -0.303 3.210 -1.438
*
```

Record 6
A cluster of 4 separate species, C16H36BO11P in total. Source: the OMol25 dataset; level of theory: wB97M-V/def2-TZVPD.

structure (SMILES)	CCCCCCPCB(O)O.COC(=O)OC.COC(=O)OC.COC(=O)OC
E_tot	-49665.251	eV

```
! RIJCOSX wB97M-V def2-TZVPD def2/J DEFGRID3
* xyz 0 1
C 0.093 4.751 2.265
C -1.338 4.320 1.911
C -1.441 3.322 0.757
C -0.618 2.042 0.915
C -0.707 1.355 2.279
C -1.808 0.276 2.405
P -3.454 0.816 3.060
C -4.385 1.519 1.607
B -4.888 3.009 1.770
O -5.721 3.534 0.773
O -4.593 3.818 2.845
H 0.338 5.690 1.775
H 0.823 4.025 1.921
H 0.221 4.887 3.333
H -1.909 5.205 1.630
H -1.804 3.921 2.810
H -1.130 3.844 -0.150
H -2.496 3.103 0.609
H 0.424 2.321 0.770
H -0.847 1.340 0.115
H -0.805 2.058 3.100
H 0.240 0.837 2.436
H -1.940 -0.276 1.478
H -1.455 -0.454 3.130
H -3.145 1.946 3.846
H -3.776 1.409 0.712
H -5.271 0.904 1.456
H -6.621 3.195 0.931
H -3.854 4.424 2.683
C -0.560 0.999 -3.309
O 0.445 0.222 -2.649
C 1.286 -0.399 -3.474
O 1.267 -0.360 -4.674
O 2.167 -1.077 -2.727
C 3.142 -1.802 -3.485
H -1.167 1.451 -2.529
H -0.106 1.787 -3.907
H -1.189 0.368 -3.934
H 3.737 -1.124 -4.093
H 2.660 -2.549 -4.114
H 3.786 -2.300 -2.765
C 3.751 -0.856 -0.065
O 4.468 -1.939 0.539
C 5.317 -1.569 1.498
O 5.512 -0.442 1.874
O 5.914 -2.665 1.971
C 6.858 -2.415 3.014
H 3.101 -1.288 -0.821
H 3.147 -0.335 0.676
H 4.440 -0.159 -0.540
H 6.370 -1.958 3.873
H 7.664 -1.777 2.659
H 7.262 -3.382 3.301
C -0.036 -2.751 -1.790
O -0.558 -4.061 -1.546
C -1.448 -4.467 -2.452
O -1.821 -3.835 -3.407
O -1.853 -5.693 -2.118
C -2.817 -6.255 -3.010
H 0.668 -2.532 -0.993
H 0.480 -2.720 -2.741
H -0.837 -2.016 -1.766
H -2.405 -6.350 -4.013
H -3.720 -5.648 -3.034
H -3.056 -7.242 -2.623
*
```

Record 7
A cluster of 5 separate species, C25H25N5 in total. Source: the OMol25 dataset; level of theory: wB97M-V/def2-TZVPD.

structure (SMILES)	c1ccncc1.c1ccncc1.c1ccncc1.c1ccncc1.c1ccncc1
E_tot	-33777.905	eV
ΔE to the lowest compared entry with this formula, charge and spin	103.07	kcal per mole

```
! RIJCOSX wB97M-V def2-TZVPD def2/J DEFGRID3
* xyz 0 1
C -15.554 -5.389 -37.366
C -16.224 -6.341 -38.112
C -17.274 -7.013 -37.469
N -17.758 -6.600 -36.256
C -16.983 -5.723 -35.538
C -15.911 -4.999 -36.058
H -14.603 -4.919 -37.566
H -15.880 -6.638 -39.092
H -17.884 -7.742 -37.982
H -17.437 -5.482 -34.588
H -15.322 -4.265 -35.527
C -5.726 -15.239 -41.574
C -6.395 -15.457 -40.359
C -6.626 -14.426 -39.490
N -6.285 -13.145 -39.748
C -5.684 -12.869 -40.932
C -5.348 -13.889 -41.881
H -5.500 -16.032 -42.271
H -6.502 -16.480 -40.029
H -6.989 -14.736 -38.522
H -5.342 -11.853 -41.062
H -4.841 -13.697 -42.815
C -10.329 -13.246 -47.376
C -9.628 -14.056 -48.311
C -10.004 -15.373 -48.411
N -11.043 -15.940 -47.795
C -11.656 -15.211 -46.901
C -11.349 -13.831 -46.658
H -10.121 -12.188 -47.309
H -8.886 -13.537 -48.899
H -9.430 -15.983 -49.093
H -12.539 -15.617 -46.430
H -11.803 -13.388 -45.784
C -11.445 -6.666 -43.110
C -11.409 -5.294 -42.916
C -10.718 -4.772 -41.778
N -10.086 -5.613 -40.943
C -10.114 -6.956 -41.163
C -10.783 -7.571 -42.243
H -11.933 -7.160 -43.938
H -11.725 -4.587 -43.669
H -10.723 -3.702 -41.627
H -9.639 -7.582 -40.423
H -10.761 -8.642 -42.378
C -11.606 3.129 -44.000
C -12.557 3.897 -43.326
C -13.220 4.866 -44.107
N -12.929 5.059 -45.435
C -11.912 4.356 -46.008
C -11.268 3.331 -45.349
H -11.059 2.419 -43.398
H -12.710 3.854 -42.258
H -13.843 5.595 -43.609
H -11.525 4.628 -46.980
H -10.536 2.703 -45.835
*
```

Record 8
An isolated molecule of C4H9NOS2. Source: the OMol25 dataset; level of theory: wB97M-V/def2-TZVPD.

structure (SMILES)	COCC(=S)NSC
E_tot	-29500.731	eV
ΔE to the lowest compared entry with this formula, charge and spin	40.39	kcal per mole

```
! RIJCOSX wB97M-V def2-TZVPD def2/J DEFGRID3
* xyz 0 1
C 1.845 -1.057 0.360
O 1.754 -0.270 -0.847
C 1.409 1.102 -0.583
C -0.139 1.275 -0.491
S -0.704 2.700 0.044
N -0.758 0.154 -0.972
S -2.418 -0.157 -0.955
C -2.501 -0.644 0.749
H 1.881 -2.107 0.035
H 0.916 -0.888 0.949
H 2.738 -0.786 0.991
H 1.872 1.440 0.373
H 1.851 1.736 -1.414
H -0.117 -0.365 -1.615
H -1.699 -1.303 1.040
H -2.416 0.276 1.350
H -3.514 -1.105 0.986
*
```

Number 1: HOMO-LUMO gap 9.23 eV, HOMO energy -8.683 eV. Number 2: HOMO-LUMO gap 7.15 eV, HOMO energy -12.240 eV. Number 3: HOMO-LUMO gap 7.08 eV, HOMO energy -2.915 eV. Number 4: HOMO-LUMO gap 9.90 eV, HOMO energy -9.288 eV. Number 5: HOMO-LUMO gap 8.26 eV, HOMO energy -8.413 eV. Number 6: HOMO-LUMO gap 8.58 eV, HOMO energy -8.149 eV. Number 7: HOMO-LUMO gap 10.15 eV, HOMO energy -9.687 eV. Number 8: HOMO-LUMO gap 8.92 eV, HOMO energy -8.495 eV.